Record 1
11
Properties=species:S:1:pos:R:3:forces:R:3:lowdin_charge:R:1 method="wB97M-V/def2-TZVPD" e_lumo_ev=-1.41 e_homo_ev=-9.596 homo_lumo_gap_ev=8.188 charge=0 de_lowest_kj_mol=463.70
N -0.765632 1.291229 0.324156 -0.6 0.6 -0.3 0.000
N -1.613424 0.638156 -0.495274 -1.4 -2.1 -0.5 0.022
N 0.461496 -1.230257 0.639755 -5.2 -0.6 -0.6 0.118
N 2.176092 -0.311227 -0.698702 -0.5 -2.2 0.3 0.183
N -0.840176 -1.354711 0.445246 1.8 -2.2 0.6 0.031
C 1.109697 -0.239339 -0.045725 -0.2 2.1 -0.5 -0.476
C 0.465554 1.096693 0.450201 2.4 -2.1 3.3 -0.084
C -1.742132 -0.709081 -0.435679 2.5 3.2 1.3 -0.129
H 1.114804 1.422265 1.462857 -2.1 0.2 -3.0 0.181
H 2.332371 0.629988 -0.860904 1.4 2.3 -1.1 0.020
H -2.698647 -1.233711 -0.785936 1.9 0.8 0.5 0.133

***

Record 2
8
Properties=species:S:1:pos:R:3:forces:R:3:lowdin_charge:R:1 method="wB97M-V/def2-TZVPD" e_lumo_ev=-0.15 e_homo_ev=-11.468 homo_lumo_gap_ev=11.317 charge=0 de_lowest_kj_mol=146.07
O -1.633712 2.011618 0.004937 0.4 -1.6 0.4 0.153
N -3.743137 -0.896200 -0.027155 -0.9 -0.7 0.0 0.044
C -1.301104 0.880665 0.051665 -2.6 -0.6 -1.4 -0.300
C 0.029713 0.242688 0.006318 -0.1 0.7 -1.2 -0.018
C -2.726246 -0.374717 -0.019332 3.2 2.8 0.3 -0.129
H 0.053449 -0.667313 0.459812 -0.5 -2.6 1.7 0.051
H 0.469301 -0.027377 -0.963267 -0.7 0.8 -0.3 0.120
H 0.702370 0.855446 0.521889 1.1 1.2 0.6 0.079

***

Record 3
8
Properties=species:S:1:pos:R:3:forces:R:3:lowdin_charge:R:1 method="wB97M-V/def2-TZVPD" e_lumo_ev="-1.38 / -1.64" e_homo_ev="-11.178 / -10.316" homo_lumo_gap_ev="9.793 / 8.679" charge=0 de_lowest_kj_mol=376.56
O -0.819272 1.344772 0.596956 -0.7 -0.6 -0.2 0.013
N 2.188981 -0.609447 0.726993 -0.7 0.6 -0.3 0.158
C -0.815588 -0.508269 -0.150463 -0.9 -0.3 -0.2 0.189
C 1.297565 0.038713 0.375697 1.5 0.2 0.8 -0.162
C 0.057909 0.649562 -0.154160 1.2 -0.7 -0.4 -0.562
H -1.080689 -0.938072 0.803544 0.3 0.1 0.0 0.099
H -1.076465 -1.069430 -1.058724 -0.7 0.9 0.2 0.109
H 0.247561 1.092172 -1.139841 0.1 -0.2 0.0 0.155

***

Record 4
8
Properties=species:S:1:pos:R:3:forces:R:3:lowdin_charge:R:1 method="wB97M-V/def2-TZVPD" e_lumo_ev=0.89 e_homo_ev=-9.583 smiles="C=CN=C=O" homo_lumo_gap_ev=10.477 charge=0 de_lowest_kj_mol=22.52
O 0.238373 1.701889 1.953793 0.5 -0.2 -0.7 0.186
N 1.156751 0.618141 0.033112 -0.2 0.3 0.5 0.105
C 0.668575 1.167565 1.008804 -0.1 0.2 0.3 -0.317
C 0.471445 -0.469604 -0.568656 -0.3 -0.2 0.0 -0.205
C -0.850037 -0.588555 -0.488766 0.1 0.0 0.0 0.013
H 1.121559 -1.178654 -1.071908 -0.1 0.1 0.1 0.100
H -1.381661 -1.462949 -0.838832 0.1 0.1 -0.2 0.054
H -1.425003 0.212167 -0.027547 0.0 -0.3 0.0 0.064